85
Properties=species:S:1:pos:R:3:mulliken_charge:R:1 method="wB97M-V/def2-TZVPD" total_charge=+1 multiplicity=2
Cr -0.33 0.13 0.72 -0.335
I 2.37 0.09 0.76 0.108
C 2.45 2.15 0.44 0.754
C 3.64 2.82 0.53 -0.642
C 3.65 4.21 0.28 -0.580
C 2.49 4.85 -0.04 -0.906
C 1.26 4.15 -0.14 0.863
C 0.06 4.82 -0.49 -0.792
C -1.11 4.13 -0.57 -1.411
C -1.13 2.74 -0.31 -0.253
C -0.01 2.02 0.06 -0.180
C 1.22 2.76 0.12 0.857
H 4.55 2.31 0.78 0.444
H 4.58 4.75 0.36 0.405
H 2.49 5.91 -0.24 0.393
H 0.10 5.88 -0.69 0.396
H -2.02 4.64 -0.85 0.476
H -2.08 2.23 -0.39 0.114
O -2.18 -0.03 -0.09 0.819
P -3.33 -0.98 0.09 -0.061
C -2.71 -2.61 0.61 -1.227
P -1.07 -2.91 -0.10 1.072
O -0.11 -1.85 0.41 0.177
C -0.59 -4.55 0.40 0.528
C -0.70 -4.92 1.74 -0.387
C -0.28 -6.17 2.15 -0.840
C 0.27 -7.06 1.23 -0.489
C 0.39 -6.69 -0.10 -0.761
C -0.03 -5.44 -0.52 -0.523
C -1.24 -2.83 -1.88 0.359
C -2.15 -3.64 -2.55 -0.188
C -2.33 -3.49 -3.91 -0.770
C -1.60 -2.53 -4.61 -0.545
C -0.68 -1.73 -3.94 -0.708
C -0.50 -1.88 -2.57 -0.879
C -4.20 -1.21 -1.46 1.038
C -5.24 -2.12 -1.58 -0.517
C -5.90 -2.26 -2.79 -0.737
C -5.51 -1.49 -3.88 -0.649
C -4.47 -0.59 -3.76 -0.686
C -3.81 -0.44 -2.55 -0.266
C -4.45 -0.40 1.35 1.005
C -4.33 0.92 1.77 -0.215
C -5.20 1.41 2.73 -0.843
C -6.18 0.59 3.28 -0.567
C -6.29 -0.73 2.87 -0.773
C -5.43 -1.23 1.90 -0.653
H -3.40 -3.42 0.35 0.735
H -2.60 -2.61 1.70 0.870
H -1.11 -4.24 2.48 0.127
H -0.37 -6.46 3.19 0.442
H 0.60 -8.04 1.55 0.405
H 0.82 -7.38 -0.81 0.423
H 0.07 -5.15 -1.55 0.403
H -2.72 -4.40 -2.02 0.416
H -3.04 -4.12 -4.44 0.468
H -1.74 -2.42 -5.67 0.441
H -0.11 -1.00 -4.48 0.455
H 0.21 -1.25 -2.05 0.542
H -5.56 -2.73 -0.74 0.236
H -6.71 -2.97 -2.89 0.444
H -6.03 -1.60 -4.83 0.429
H -4.17 0.01 -4.61 0.486
H -2.99 0.26 -2.45 0.306
H -3.56 1.55 1.36 0.158
H -5.11 2.44 3.06 0.470
H -6.85 0.98 4.03 0.404
H -7.04 -1.37 3.30 0.440
H -5.52 -2.27 1.60 0.275
C 1.08 -1.76 4.03 -0.969
Ge 0.31 0.04 4.11 0.507
C -0.81 0.14 5.71 -1.308
C 1.68 1.44 4.22 -1.200
C -0.89 0.32 2.58 -0.419
H 1.63 -1.98 4.94 0.467
H 1.77 -1.89 3.19 0.255
H 0.29 -2.50 3.93 0.165
H -0.23 -0.06 6.61 0.397
H -1.63 -0.58 5.66 0.355
H -1.24 1.14 5.81 0.383
H 1.95 1.60 5.26 0.450
H 1.30 2.38 3.81 0.391
H 2.59 1.18 3.67 0.320
H -1.29 1.35 2.64 0.444
H -1.75 -0.35 2.69 -0.039

***

Molecular formula: C3H4BrF3O
Method: DFT, the ωB97M-V functional and the def2-TZVPD basis

```
12
Properties=species:S:1:pos:R:3:mulliken_charge:R:1
C -0.44 -0.92 -0.15 -0.262
C 2.22 0.81 1.09 -0.126
C -1.86 -0.52 -0.47 0.352
O 1.80 1.96 1.02 -0.081
F 0.35 0.08 -0.76 -0.236
F -2.57 -1.64 -0.65 -0.267
F -2.42 0.20 0.56 -0.264
Br 3.34 0.18 -0.29 -0.142
H -0.14 -2.02 -0.31 0.304
H -0.46 -0.74 1.03 0.254
H -2.02 0.09 -1.34 0.163
H 2.20 2.52 0.27 0.306
```

***

Here are the calculated energy relative to the best compared isomer or geometry (same formula, charge and spin) numbers, same order: 4.1; 75.2 (kcal per mole).